Here is C37H25F9N6O5Pt as an isolated structure from the Open Molecules 2025 dataset. Energies are from ωB97M-V with the def2-TZVPD basis set.

Last column: Mulliken spin population.
Cartesian coordinates (Å):
Pt  -13.5168  -20.4259  1.7479  0.00
O  -14.7044  -20.8592  3.4222  0.09
C  -14.8493  -20.0451  4.4207  0.06
C  -14.7671  -18.5967  4.4474  -0.06
C  -14.9649  -18.0870  5.7918  0.44
C  -14.7702  -16.7571  6.1677  -0.12
C  -14.3698  -15.9258  5.0522  0.03
C  -14.5257  -16.3131  3.7579  -0.06
C  -14.6873  -17.6697  3.3278  0.01
O  -14.5472  -17.9249  2.0790  -0.04
N  -14.8296  -16.3720  7.4377  0.22
O  -14.2686  -15.2388  7.7504  0.19
O  -15.4735  -17.0863  8.2317  0.22
H  -15.2540  -20.5070  5.3696  -0.01
H  -15.1072  -18.8030  6.5957  0.04
H  -14.1122  -14.8972  5.2236  0.00
H  -14.3900  -15.6229  2.9403  0.00
F  -13.9464  -21.3373  -2.0239  0.00
C  -14.7192  -22.2493  -1.4276  0.00
F  -13.9138  -23.1281  -0.8497  0.00
F  -15.3959  -22.8846  -2.4473  0.00
C  -15.6392  -21.6506  -0.3286  0.00
O  -15.1239  -20.6739  0.3619  0.00
C  -16.8929  -21.0739  -1.0165  0.00
F  -16.5384  -20.3355  -2.0909  0.00
F  -17.8150  -21.9531  -1.5467  0.00
F  -17.5472  -20.3104  -0.1770  0.00
C  -16.0850  -22.8478  0.6275  0.00
F  -17.2008  -22.4684  1.3165  0.00
F  -15.1590  -23.0685  1.5454  0.00
F  -16.3297  -24.0763  0.1188  0.00
C  -13.5015  -18.1279  -0.6891  0.00
C  -12.4096  -19.1583  -0.6613  0.00
N  -12.3175  -20.1684  0.1406  0.00
C  -11.0393  -20.7495  0.0262  0.00
C  -10.4057  -20.0965  -0.9914  0.01
N  -11.2945  -19.1274  -1.4323  0.00
C  -10.9246  -18.0172  -2.2923  0.00
N  -9.8719  -17.1740  -1.7398  0.00
N  -8.8994  -16.7667  -2.5873  0.00
N  -7.9853  -16.1628  -1.9475  0.00
C  -8.3164  -16.1672  -0.6246  0.00
C  -7.6346  -15.6824  0.4492  0.00
C  -8.1844  -15.8909  1.7131  0.00
C  -9.4186  -16.5855  1.8879  -0.01
C  -10.1241  -16.9916  0.7795  0.01
C  -9.5485  -16.8246  -0.4675  0.01
H  -14.4162  -18.4828  -0.1868  0.00
H  -13.7778  -17.9374  -1.7503  0.00
H  -13.3310  -17.1887  -0.1431  0.00
H  -10.7543  -21.6034  0.6075  0.00
H  -9.4309  -20.1330  -1.4390  0.00
H  -11.8566  -17.5220  -2.4424  0.00
H  -10.4951  -18.2882  -3.2715  0.00
H  -6.7436  -15.0673  0.2635  0.00
H  -7.6859  -15.3823  2.5478  0.00
H  -9.7509  -16.8090  2.9367  0.01
H  -11.0452  -17.5030  0.9841  0.00
C  -12.0515  -20.1399  3.0024  0.31
C  -11.1307  -19.9699  3.8016  -0.01
C  -10.1594  -19.5074  4.7146  0.26
C  -10.2053  -18.1002  5.2185  0.08
C  -11.4032  -17.4470  5.4063  0.02
C  -11.4248  -16.1703  6.0137  -0.04
C  -10.2364  -15.6033  6.2901  0.07
C  -9.0120  -16.2306  6.1344  -0.04
C  -8.9814  -17.4962  5.5661  0.08
C  -9.0058  -20.3482  5.0534  0.01
C  -8.4797  -21.2016  4.0752  0.10
C  -7.2560  -21.8120  4.3432  -0.06
C  -6.6087  -21.6527  5.5523  0.09
C  -7.2466  -21.0181  6.5980  -0.05
C  -8.4162  -20.3258  6.3134  0.08
H  -12.2854  -18.0507  5.2040  0.04
H  -12.3731  -15.7993  6.2539  -0.01
H  -10.2136  -14.6517  6.7421  0.01
H  -8.0829  -15.8008  6.4068  0.00
H  -8.0314  -17.9721  5.4382  0.00
H  -8.9628  -21.3275  3.0947  0.02
H  -6.7656  -22.3404  3.5183  0.00
H  -5.5997  -22.1300  5.6669  0.01
H  -6.8373  -21.0540  7.5801  0.00
H  -8.8777  -19.7128  6.9997  0.01

Forces on atoms 1 to 2 (eV/Å):
-0.1 -0.8 0.8
0.4 0.9 0.6

Its spin multiplicity is 3. The lowest unoccupied orbital energy (spin up / spin down) is 3.85 / 3.85 eV. The total energy is -3147.6831 Eh. As for the charge: -2. The expectation value of S² is 2.09. The calculation puts the gap between HOMO and LUMO (spin up / spin down) at 3.46 / 5.97 eV.


Here is C37H25IrN4OPS2 as an isolated structure from the Open Molecules 2025 dataset. Energies are from ωB97M-V with the def2-TZVPD basis set.

Last column: Mulliken spin population.
Cartesian coordinates (Å):
Ir  -0.2200  0.0351  0.1616  1.84
C  -0.3473  1.7062  -6.9230  0.00
C  -1.4702  1.4996  -6.1380  0.00
C  -1.3371  0.9932  -4.8581  0.02
C  -0.0790  0.6961  -4.3438  0.07
C  1.0433  0.8852  -5.1436  0.00
C  0.9053  1.3824  -6.4277  0.00
P  0.0123  0.2930  -2.5388  0.16
C  1.7226  -0.3393  -2.4190  -0.07
C  2.5920  0.1450  -1.4455  0.07
C  3.7825  -0.5099  -1.1899  0.02
C  4.1059  -1.6629  -1.8874  -0.01
C  3.2467  -2.1460  -2.8614  0.02
C  2.0626  -1.4843  -3.1336  -0.01
C  0.1734  1.9964  -1.9166  -0.13
C  0.5270  3.1261  -2.6357  -0.02
C  0.5590  4.3461  -1.9832  0.03
C  0.2341  4.4187  -0.6379  -0.01
C  -0.1004  3.2766  0.0753  0.12
C  -0.1348  2.0270  -0.5426  0.20
H  -0.4470  2.1252  -7.9149  0.00
H  -2.4497  1.7416  -6.5248  0.00
H  -2.2081  0.8371  -4.2344  0.00
H  2.0273  0.6567  -4.7548  0.00
H  1.7852  1.5325  -7.0388  0.00
H  2.3230  1.0259  -0.8755  0.01
H  4.4490  -0.1299  -0.4298  0.00
H  5.0192  -2.1938  -1.6594  0.00
H  3.4867  -3.0580  -3.3911  0.00
H  1.3832  -1.8597  -3.8892  0.00
H  0.7713  3.0545  -3.6871  0.00
H  0.8362  5.2381  -2.5288  0.00
H  0.2403  5.3785  -0.1362  0.00
H  -0.3394  3.3672  1.1272  0.01
S  0.6318  -2.4604  -0.1509  0.25
C  -0.8657  -3.4062  0.0373  -0.02
C  -0.7082  -4.7774  0.0469  0.02
C  -1.8001  -5.6345  0.1460  0.00
C  -1.5932  -7.0152  0.2120  0.00
N  -1.3724  -8.1464  0.2750  0.00
C  -3.1111  -5.0610  0.2095  0.01
C  -3.2494  -3.6719  0.2179  -0.02
C  -2.1570  -2.8205  0.1398  0.02
S  -2.4744  -1.1126  0.1351  0.21
C  -4.2505  -5.8648  0.2578  0.00
N  -5.2136  -6.5020  0.2885  0.00
H  0.2874  -5.1937  -0.0209  0.00
H  -4.2374  -3.2405  0.2859  -0.01
N  0.4867  -0.8520  9.2778  0.12
C  0.5317  -0.9770  8.1288  -0.03
C  0.5749  -1.1214  6.7436  0.24
C  1.7537  -0.8256  6.0213  -0.06
C  1.7979  -0.9789  4.6653  0.16
C  0.6670  -1.4405  3.9486  0.07
C  -0.5147  -1.7300  4.6781  0.16
C  -0.5616  -1.5740  6.0340  -0.05
C  0.6963  -1.6391  2.5803  0.44
C  0.5500  -1.5609  1.3491  0.07
H  2.6223  -0.4767  6.5642  0.00
H  2.6992  -0.7477  4.1177  0.01
H  -1.3827  -2.0770  4.1351  0.02
H  -1.4670  -1.8022  6.5835  0.00
C  -0.9478  1.7841  4.5513  0.03
C  -1.0570  1.2886  3.1266  -0.01
N  -2.2977  1.0371  2.7009  0.01
O  -0.0803  1.1707  2.3992  0.06
H  -1.2858  1.0146  5.2429  -0.01
H  -1.5689  2.6680  4.6818  0.00
H  0.0884  2.0230  4.7730  0.00
H  -3.0879  1.0582  3.3172  0.00
H  -2.4010  0.6391  1.7692  0.01

Forces on atoms 1 to 2 (eV/Å):
-0.6 0.4 0.4
0.0 0.0 -0.1

Its spin multiplicity is 5. The lowest unoccupied orbital energy (spin up / spin down) is 1.84 / 0.97 eV. The total energy is -2961.2085 Eh. As for the charge: -1. The expectation value of S² is 6.04. The calculation puts the gap between HOMO and LUMO (spin up / spin down) at 4.68 / 5.99 eV.


Here is C37H26Cl5GeOPPtSe2 as an isolated structure from the Open Molecules 2025 dataset. Energies are from ωB97M-V with the def2-TZVPD basis set.

Last column: Löwdin charge in e.
Cartesian coordinates (Å):
Pt  0.6126  0.7734  0.6265  0.59
Cl  8.6262  2.3540  1.9449  0.58
C  6.9521  1.8853  1.9878  -0.74
C  6.3496  1.2454  0.9067  -0.71
Cl  7.3153  0.9166  -0.5070  0.61
C  5.0200  0.8639  0.9319  -0.61
Cl  4.3118  0.0350  -0.4151  0.68
C  4.1707  1.0975  2.0590  -0.53
O  2.9790  0.7512  2.1056  -0.15
C  4.8397  1.7613  3.1569  -0.61
Cl  3.8661  2.0676  4.5547  0.66
C  6.1644  2.1310  3.1162  -0.71
Cl  6.8888  2.9213  4.4912  0.61
Se  -3.4215  1.2498  1.0228  0.15
P  -1.8747  1.1456  2.5106  0.01
Se  -0.2859  2.5894  2.5384  0.25
C  -1.0990  -0.5226  2.5064  -0.43
C  0.2815  -0.7234  2.4840  -0.26
C  0.8130  -2.0132  2.3961  -0.08
C  -0.0240  -3.1098  2.3317  -0.10
C  -1.4048  -2.9167  2.3731  -0.09
C  -1.9327  -1.6438  2.4544  -0.11
C  -2.6533  1.0940  4.1829  -0.40
C  -1.9016  0.6347  5.2640  -0.10
C  -2.4341  0.6112  6.5409  -0.10
C  -3.7328  1.0613  6.7606  -0.12
C  -4.4828  1.5271  5.6926  -0.11
C  -3.9463  1.5392  4.4103  -0.12
H  0.9858  0.0825  2.7191  0.03
H  1.8899  -2.1183  2.3661  0.11
H  0.3871  -4.1080  2.2474  0.09
H  -2.0682  -3.7718  2.3203  0.09
H  -3.0064  -1.4931  2.4370  0.08
H  -0.8824  0.3014  5.1053  0.11
H  -1.8332  0.2469  7.3647  0.09
H  -4.1519  1.0463  7.7594  0.09
H  -5.4942  1.8798  5.8540  0.09
H  -4.5267  1.8791  3.5596  0.04
C  -0.1016  1.4055  -0.9732  -0.50
Ge  -0.5497  0.2682  -2.4395  0.87
C  -0.0727  -1.5788  -2.0454  -0.27
C  -0.8532  -2.6768  -2.3920  -0.11
C  -0.4315  -3.9734  -2.1105  -0.11
C  0.7827  -4.1834  -1.4759  -0.12
C  1.5741  -3.0976  -1.1220  -0.10
C  1.1474  -1.8086  -1.4057  -0.13
C  -2.3736  0.2399  -3.1606  -0.26
C  -2.7067  0.8941  -4.3462  -0.11
C  -4.0134  0.9093  -4.8235  -0.11
C  -5.0152  0.2626  -4.1166  -0.12
C  -4.7032  -0.3930  -2.9326  -0.10
C  -3.3984  -0.4012  -2.4615  -0.14
C  0.6253  0.8170  -3.9068  -0.27
C  0.6212  0.1693  -5.1441  -0.12
C  1.4902  0.5477  -6.1575  -0.11
C  2.3900  1.5852  -5.9479  -0.12
C  2.4149  2.2334  -4.7232  -0.10
C  1.5390  1.8508  -3.7124  -0.10
H  -0.4744  2.4320  -1.0546  -0.05
H  -1.8093  -2.5323  -2.8848  0.08
H  -1.0582  -4.8151  -2.3821  0.09
H  1.1103  -5.1925  -1.2492  0.09
H  2.5185  -3.2481  -0.6136  0.10
H  1.7572  -0.9681  -1.0977  0.02
H  -1.9416  1.4083  -4.9165  0.09
H  -4.2472  1.4323  -5.7436  0.09
H  -6.0366  0.2759  -4.4790  0.09
H  -5.4814  -0.8840  -2.3606  0.10
H  -3.1906  -0.8897  -1.5176  0.08
H  -0.0667  -0.6502  -5.3245  0.10
H  1.4735  0.0307  -7.1105  0.09
H  3.0757  1.8797  -6.7338  0.09
H  3.1248  3.0323  -4.5456  0.10
H  1.5827  2.3476  -2.7500  0.09

Forces on atoms 1 to 2 (eV/Å):
0.5 0.7 0.1
-0.1 0.0 0.0

The lowest unoccupied orbital energy (spin up / spin down) is 4.05 / 4.05 eV. The total energy is -11142.2483 Eh. As for the charge: -2. The calculation puts the gap between HOMO and LUMO (spin up / spin down) at 5.10 / 5.26 eV.